(1)
This record from OMol25 describes C38H47FN8O4S2Sn as an isolated structure in a non-equilibrium geometry. The level of theory is ωB97M-V/def2-TZVPD.

The geometry in XYZ format:
```
101
Properties=species:S:1:pos:R:3:lowdin_charge:R:1
Sn -11.722 1.536 21.422 1.369
C -15.505 -0.239 19.948 -0.038
C -14.811 -0.235 21.266 -0.271
N -14.897 0.844 22.041 0.010
N -15.046 0.596 23.349 -0.020
C -14.426 1.532 24.114 -1.093
S -13.442 2.819 23.576 0.560
S -14.522 1.559 25.890 0.840
C -13.584 0.010 26.179 -0.409
C -14.452 -1.176 26.475 -0.303
C -15.247 -1.727 25.469 -0.034
C -16.033 -2.857 25.744 -0.067
C -16.076 -3.404 27.034 -0.088
C -15.279 -2.818 28.039 -0.094
C -14.470 -1.727 27.749 -0.065
C -14.177 -1.468 21.758 -0.123
C -14.887 -2.644 21.482 -0.061
C -14.467 -3.889 21.923 -0.105
C -13.285 -3.943 22.686 -0.092
C -12.615 -2.787 23.066 -0.027
C -12.944 -1.506 22.547 -0.371
O -12.195 -0.456 22.750 -0.262
H -15.608 0.795 19.595 0.077
H -14.947 -0.828 19.216 0.085
H -16.539 -0.621 19.983 0.092
H -12.993 -0.159 25.263 0.075
H -12.874 0.179 26.992 0.073
H -15.244 -1.233 24.508 0.076
H -16.594 -3.315 24.955 0.090
H -16.773 -4.183 27.298 0.089
H -15.305 -3.242 29.028 0.089
H -13.833 -1.302 28.539 0.112
H -15.804 -2.514 20.901 0.103
H -15.047 -4.782 21.697 0.092
H -12.895 -4.915 22.963 0.096
H -11.798 -2.846 23.783 0.108
C -9.478 3.007 23.394 -0.210
C -9.822 4.410 22.872 -0.206
N -10.965 4.388 21.967 -0.113
C -10.951 4.838 20.563 -0.215
C -9.910 4.146 19.689 -0.173
N -10.029 2.652 19.760 -0.111
C -8.760 1.892 19.967 -0.185
C -8.321 1.893 21.438 -0.167
N -9.496 1.931 22.372 -0.168
H -10.221 2.758 24.184 0.114
H -8.507 3.054 23.927 0.122
H -8.940 4.861 22.397 0.109
H -10.000 5.035 23.774 0.129
H -11.813 4.777 22.404 0.085
H -10.829 5.933 20.462 0.116
H -11.977 4.616 20.177 0.105
H -8.895 4.476 19.990 0.118
H -10.095 4.484 18.658 0.122
H -10.379 2.346 18.827 0.112
H -7.963 2.261 19.315 0.119
H -8.987 0.831 19.703 0.122
H -7.646 2.728 21.685 0.116
H -7.747 0.974 21.601 0.122
H -9.448 1.038 22.875 0.113
C -13.511 1.441 13.325 -0.076
C -14.300 0.913 14.506 -0.193
N -13.834 1.498 15.781 -0.029
C -12.958 0.757 16.511 0.037
C -12.640 1.022 17.828 -0.025
C -11.588 0.132 18.541 -0.556
O -10.878 -0.611 17.836 0.031
O -11.476 0.192 19.831 -0.201
C -13.283 2.140 18.470 -0.292
O -13.274 2.423 19.733 -0.161
C -14.037 3.042 17.656 -0.070
C -14.474 4.269 18.153 0.075
C -15.241 5.090 17.382 -0.148
F -15.535 6.331 17.907 0.036
C -15.653 4.756 16.037 -0.119
C -15.193 3.517 15.538 0.051
C -14.371 2.673 16.307 -0.103
N -16.443 5.621 15.273 -0.090
C -16.231 5.819 13.854 -0.171
C -15.553 7.155 13.603 -0.194
N -16.310 8.302 14.231 -0.022
C -16.839 8.014 15.620 -0.188
C -17.404 6.594 15.809 -0.136
H -13.822 0.905 12.421 0.081
H -12.432 1.287 13.462 0.085
H -13.710 2.533 13.184 0.077
H -14.138 -0.188 14.553 0.132
H -15.383 1.076 14.390 0.124
H -12.473 -0.147 16.134 0.151
H -14.231 4.536 19.151 0.124
H -15.596 3.263 14.552 0.110
H -17.168 5.777 13.274 0.125
H -15.576 5.037 13.457 0.113
H -15.423 7.333 12.522 0.097
H -14.555 7.149 14.078 0.118
H -17.074 8.663 13.628 0.037
H -15.707 9.127 14.291 0.028
H -17.641 8.739 15.863 0.101
H -16.012 8.174 16.329 0.104
H -18.373 6.519 15.295 0.121
H -17.566 6.449 16.888 0.129
```

Computed properties:
Frontier orbital gap (alpha / beta) = 5.83 / 2.36 eV
Multiplicity = 1
Molar mass = 881.69 g mol⁻¹
E_tot = -3325.579053 hartree
Relative energy (zero: lowest compared OMol25 entry of this formula, charge and spin) = 0.0 kJ/mol

(2)
This record from OMol25 describes C49H55AsGe2NPPb as an isolated structure in a non-equilibrium geometry. The level of theory is ωB97M-V/def2-TZVPD.

The geometry in XYZ format:
```
110
Properties=species:S:1:pos:R:3:lowdin_charge:R:1
Pb -0.793 -0.723 0.657 1.016
C 1.949 2.812 3.843 -0.132
C 1.498 2.090 2.578 -0.343
Ge 0.061 0.772 3.108 0.896
C -1.576 1.632 3.878 -0.349
C -1.421 1.952 5.365 -0.139
C 0.840 -0.346 4.533 -0.225
C 1.378 -1.569 4.559 -0.324
Ge 1.429 -2.778 2.978 1.177
C 2.929 -2.733 1.668 -0.322
C 4.033 -3.707 2.107 -0.139
C 0.019 -4.146 2.636 -0.336
C 0.308 -5.458 3.380 -0.139
C 1.983 -2.281 5.682 -0.258
C 2.110 -1.761 6.972 0.001
C 2.696 -2.523 7.968 -0.023
C 3.160 -3.808 7.707 -0.018
C 3.051 -4.341 6.428 -0.026
C 2.474 -3.569 5.443 -0.083
H 2.716 3.544 3.580 0.097
H 2.387 2.130 4.572 0.077
H 1.134 3.359 4.315 0.069
H 2.325 1.559 2.109 0.049
H 1.063 2.783 1.855 0.042
H -2.423 0.961 3.722 0.044
H -1.764 2.536 3.295 0.060
H -1.279 1.054 5.965 0.073
H -2.333 2.433 5.718 0.094
H -0.594 2.634 5.558 0.067
H 0.833 0.193 5.480 0.063
H 3.307 -1.711 1.606 0.061
H 2.527 -3.024 0.695 0.066
H 4.458 -3.432 3.072 0.079
H 4.838 -3.684 1.374 0.092
H 3.669 -4.734 2.160 0.078
H 0.000 -4.321 1.558 0.064
H -0.940 -3.728 2.949 0.064
H 1.262 -5.892 3.081 0.078
H -0.468 -6.181 3.131 0.093
H 0.301 -5.323 4.461 0.078
H 1.755 -0.767 7.208 0.119
H 2.795 -2.117 8.965 0.128
H 3.610 -4.396 8.496 0.129
H 3.417 -5.337 6.218 0.128
H 2.410 -3.988 4.417 0.060
N -2.974 -0.647 1.253 -0.020
C -4.058 -0.853 1.609 -0.088
C -5.363 -1.103 2.037 -0.220
C -5.804 -2.438 2.132 -0.004
C -7.081 -2.693 2.577 -0.028
C -7.922 -1.638 2.927 0.000
C -7.489 -0.319 2.832 -0.029
C -6.216 -0.039 2.386 -0.003
H -5.144 -3.249 1.849 0.125
H -7.435 -3.712 2.654 0.128
H -8.924 -1.849 3.276 0.132
H -8.155 0.487 3.109 0.128
H -5.870 0.982 2.302 0.125
C -1.172 1.150 -2.902 -0.372
C -0.469 1.959 -3.994 -0.379
As -1.372 1.760 -5.760 1.493
C -0.340 2.811 -6.973 -0.385
C 0.361 3.956 -6.563 -0.083
C 1.151 4.620 -7.477 -0.030
C 1.189 4.189 -8.806 0.009
C 0.477 3.064 -9.220 -0.021
C -0.322 2.395 -8.317 -0.076
C -1.032 -0.081 -6.316 -0.410
C 0.289 -0.474 -6.528 -0.119
C 0.534 -1.754 -7.001 -0.056
C -0.519 -2.620 -7.273 -0.037
C -1.830 -2.216 -7.066 -0.046
C -2.091 -0.939 -6.586 -0.106
P -0.243 1.125 -1.290 0.898
C -0.131 2.862 -0.800 -0.401
C 0.843 3.715 -1.319 -0.088
C 0.805 5.063 -0.998 -0.034
C -0.192 5.560 -0.167 -0.025
C -1.156 4.708 0.358 -0.047
C -1.125 3.358 0.047 -0.118
C 1.418 0.498 -1.662 -0.422
C 2.498 0.919 -0.881 -0.104
C 3.770 0.429 -1.130 -0.044
C 3.973 -0.496 -2.147 -0.031
C 2.897 -0.935 -2.910 -0.043
C 1.621 -0.452 -2.667 -0.095
H -1.361 0.117 -3.208 0.076
H -2.138 1.601 -2.667 0.093
H 0.561 1.641 -4.149 0.072
H -0.474 3.018 -3.742 0.062
H 0.294 4.314 -5.544 0.102
H 1.719 5.487 -7.169 0.126
H 1.747 4.763 -9.536 0.134
H 0.523 2.736 -10.249 0.131
H -0.918 1.550 -8.640 0.118
H 1.112 0.209 -6.353 0.109
H 1.554 -2.063 -7.190 0.119
H -0.316 -3.608 -7.665 0.124
H -2.652 -2.880 -7.294 0.123
H -3.114 -0.614 -6.441 0.107
H 1.631 3.329 -1.954 0.115
H 1.558 5.730 -1.396 0.126
H -0.216 6.614 0.074 0.128
H -1.930 5.103 1.003 0.122
H -1.877 2.684 0.447 0.094
H 2.342 1.658 -0.103 0.086
H 4.610 0.784 -0.547 0.124
H 4.967 -0.873 -2.345 0.127
H 3.057 -1.650 -3.707 0.122
H 0.794 -0.818 -3.266 0.104
```

Computed properties:
Charge = +4
Frontier orbital gap (alpha / beta) = 4.62 / 5.38 eV
Multiplicity = 1
Molar mass = 1116.30 g mol⁻¹
E_tot = -8877.278484 hartree
Relative energy (zero: lowest compared OMol25 entry of this formula, charge and spin) = 90.1 kJ/mol

(3)
This record from OMol25 describes a 2-piece molecular cluster, C6H14N2O3S overall in a non-equilibrium geometry. The level of theory is ωB97M-V/def2-TZVPD.

The geometry in XYZ format:
```
26
Properties=species:S:1:pos:R:3:nbo_charge:R:1
C 0.265 -1.427 3.598 -0.604
C 1.445 -0.635 2.936 -0.399
C 0.798 0.200 1.843 -0.417
C 0.687 -0.569 0.531 -0.384
C 0.157 0.250 -0.591 -0.420
C -0.030 -0.552 -1.846 -0.266
N 0.567 0.752 -3.748 -0.278
N -0.356 0.332 -3.049 -0.167
O -2.505 2.571 -1.877 -0.833
O -1.800 2.441 -4.248 -0.865
O -3.445 0.771 -3.304 -0.826
S -2.511 1.861 -3.117 2.431
H -0.435 -1.697 2.786 0.197
H 0.648 -2.294 4.030 0.205
H -0.156 -0.949 4.429 0.212
H 1.872 0.094 3.812 0.204
H 2.386 -1.249 2.641 0.215
H -0.243 0.539 2.188 0.193
H 1.048 1.152 1.555 0.214
H -0.049 -1.527 0.748 0.194
H 1.690 -0.784 0.230 0.203
H -0.876 0.566 -0.321 0.215
H 0.867 1.177 -0.880 0.214
H -0.913 -1.267 -1.780 0.214
H 0.865 -1.100 -2.159 0.200
H 0.024 1.344 -4.406 0.352
```

Computed properties:
Frontier orbital gap = 9.43 eV
Multiplicity = 1
Molar mass = 194.26 g mol⁻¹
E_tot = -970.293984 hartree
Structure (SMILES) = [H]/N=N/CCCCCC.O=S(=O)=O
Relative energy (zero: lowest compared OMol25 entry of this formula, charge and spin) = 315.1 kJ/mol

(4)
This record from OMol25 describes one molecule with the formula C23H27NO6 in a non-equilibrium geometry. The level of theory is ωB97M-V/def2-TZVPD.

The geometry in XYZ format:
```
57
Properties=species:S:1:pos:R:3:nbo_charge:R:1
C 6.868 1.492 0.641 -0.249
H 7.893 1.187 0.437 0.196
O 6.053 0.698 -0.186 -0.527
C 4.676 0.798 0.065 -0.087
C 4.047 2.097 -0.469 -0.100
H 4.543 2.976 -0.050 0.184
H 4.115 2.111 -1.561 0.204
O 2.691 2.209 -0.062 -0.525
C 1.796 1.455 -0.748 0.781
O 2.127 0.755 -1.677 -0.605
C 0.420 1.562 -0.266 -0.206
C -0.035 2.460 0.637 0.278
N -1.372 2.465 0.975 -0.583
C -2.318 1.740 0.293 0.276
C -1.948 0.839 -0.638 -0.197
C -2.928 0.108 -1.430 0.572
O -2.615 -0.697 -2.285 -0.555
C -4.384 0.444 -1.158 -0.497
C -4.657 0.845 0.293 -0.027
C -4.362 -0.331 1.227 -0.619
H -4.542 -0.052 2.263 0.205
H -3.330 -0.659 1.128 0.226
H -5.008 -1.171 0.984 0.216
C -6.120 1.263 0.452 -0.598
H -6.778 0.433 0.208 0.215
H -6.361 2.094 -0.207 0.206
H -6.322 1.567 1.477 0.207
C -3.746 2.034 0.630 -0.442
H -3.830 2.281 1.692 0.212
H -4.074 2.911 0.060 0.226
H -4.992 -0.414 -1.447 0.233
H -4.648 1.273 -1.823 0.225
C -0.492 0.499 -0.850 -0.261
C -0.186 -0.838 -0.202 -0.004
C -0.349 -0.990 1.167 -0.231
C -0.087 -2.196 1.812 -0.250
C 0.344 -3.238 1.029 0.211
C 0.511 -3.092 -0.348 0.292
C 0.252 -1.905 -0.987 -0.249
H 0.382 -1.799 -2.049 0.239
O 0.950 -4.278 -0.878 -0.488
C 1.048 -5.175 0.204 0.238
O 0.672 -4.519 1.397 -0.482
H 0.381 -6.036 0.033 0.154
H 2.086 -5.535 0.294 0.155
H -0.216 -2.312 2.875 0.222
H -0.685 -0.151 1.757 0.207
H -0.294 0.402 -1.922 0.254
H -1.691 3.160 1.634 0.402
C 0.784 3.504 1.324 -0.645
H 0.152 4.173 1.906 0.200
H 1.343 4.089 0.599 0.248
H 1.508 3.038 1.988 0.244
H 4.216 -0.050 -0.448 0.212
H 4.468 0.721 1.144 0.158
H 6.642 1.322 1.701 0.164
H 6.765 2.561 0.423 0.160
```

Computed properties:
Frontier orbital gap = 8.08 eV
Multiplicity = 1
Molar mass = 413.47 g mol⁻¹
E_tot = -1398.829109 hartree
Structure (SMILES) = COCCOC(=O)C1=C(C)NC2=C(C(=O)CC(C)(C)C2)[C@@H]1c1ccc2c(c1)OCO2
Relative energy (zero: lowest compared OMol25 entry of this formula, charge and spin) = 240.8 kJ/mol

(5)
This record from OMol25 describes C28H25BrOSiTb as an isolated structure in a non-equilibrium geometry. The level of theory is ωB97M-V/def2-TZVPD.

The geometry in XYZ format:
```
57
Properties=species:S:1:pos:R:3:mulliken_spin:R:1
C -2.727 -0.505 -3.529 -0.027
C -3.007 -0.825 -2.154 0.005
C -2.834 0.344 -1.358 -0.034
H -3.274 -1.817 -1.814 0.000
C -2.424 1.394 -2.225 0.008
C -2.321 0.850 -3.537 -0.003
H -2.029 1.399 -4.419 -0.001
H -2.841 -1.175 -4.400 0.001
H -2.938 0.445 -0.278 0.000
H -2.287 2.450 -1.946 0.000
Tb -0.477 -0.399 -2.164 6.179
Br 0.468 -2.753 -2.827 -0.030
C 1.560 1.029 -5.241 -0.004
C 0.504 1.830 -5.765 -0.001
C -0.496 0.947 -6.293 -0.003
H 0.473 2.926 -5.806 0.000
C -0.059 -0.393 -6.082 0.001
C 1.203 -0.343 -5.417 -0.001
H 1.799 -1.208 -5.119 0.001
H 2.504 1.401 -4.836 0.001
H -1.415 1.254 -6.807 0.000
H -0.570 -1.293 -6.431 0.000
O 0.157 -0.429 -0.128 -0.038
Si 0.525 -0.255 1.467 -0.059
C 1.749 -1.517 2.132 0.001
C 2.383 -2.520 1.378 0.000
C 3.087 -3.557 2.016 0.000
C 3.198 -3.571 3.412 0.000
C 2.654 -2.528 4.161 0.000
C 1.953 -1.496 3.525 0.000
C 1.251 1.470 1.710 0.003
C 2.512 1.779 2.253 0.000
C 2.909 3.129 2.338 0.000
C 2.079 4.153 1.851 0.000
C 0.826 3.843 1.301 0.000
C 0.447 2.498 1.185 0.000
C -1.084 -0.461 2.455 0.000
C -1.773 -1.669 2.256 0.001
C -2.956 -1.948 2.951 0.000
C -3.482 -1.013 3.849 0.000
C -2.849 0.225 4.007 0.000
C -1.637 0.480 3.342 0.000
H 2.320 -2.507 0.284 0.000
H 3.534 -4.364 1.432 0.000
H 3.693 -4.397 3.912 0.000
H 2.748 -2.511 5.248 0.000
H 1.541 -0.676 4.129 0.000
H 3.164 0.987 2.644 0.000
H 3.849 3.380 2.836 0.000
H 2.390 5.203 1.916 0.000
H 0.143 4.626 0.946 0.000
H -0.481 2.257 0.651 0.000
H -1.390 -2.425 1.560 0.000
H -3.462 -2.902 2.799 0.000
H -4.385 -1.250 4.420 0.000
H -3.294 0.975 4.668 0.000
H -1.132 1.429 3.542 0.000
```

Computed properties:
Charge = -1
Frontier orbital gap (alpha / beta) = 5.58 / 5.96 eV
Multiplicity = 7
Molar mass = 644.42 g mol⁻¹
E_tot = -4845.307297 hartree
Relative energy (zero: lowest compared OMol25 entry of this formula, charge and spin) = 39.3 kJ/mol

(6)
This record from OMol25 describes a 2-piece molecular cluster, C2H9N2 overall in a non-equilibrium geometry. The level of theory is ωB97M-V/def2-TZVPD.

The geometry in XYZ format:
```
13
Properties=species:S:1:pos:R:3:nbo_charge:R:1
N 1.861 0.224 0.407 -0.876
H 2.315 -0.406 1.068 0.449
H 2.473 0.290 -0.407 0.452
H 0.890 -0.017 0.146 0.487
H 1.829 1.127 0.888 0.449
C -1.250 -0.735 0.767 -0.540
C -1.115 -0.513 -0.532 -0.025
N -0.826 0.744 -1.089 -0.857
H -1.458 -0.005 1.552 0.217
H -1.313 -1.747 1.175 0.234
H -1.108 -1.296 -1.279 0.220
H -1.256 1.530 -0.615 0.391
H -1.041 0.805 -2.080 0.400
```

Computed properties:
Charge = +1
Frontier orbital gap = 9.17 eV
Multiplicity = 1
Molar mass = 61.11 g mol⁻¹
E_tot = -190.842603 hartree
Relative energy (zero: lowest compared OMol25 entry of this formula, charge and spin) = 83.2 kJ/mol